DFT (the ωB97M-V functional and the def2-TZVPD basis) results for C43H61N9O3Y as an isolated structure.

**E_HOMO**: -10.800 eV
**Max |F|**: 0.53 eV Å⁻¹
**Energy above the lowest of the compared OMol25 structures with the same formula, charge and spin**: 0.0 kcal/mol

Structure (ORCA input):
```
! RIJCOSX wB97M-V def2-TZVPD def2/J DEFGRID3
* xyz 1 1
Y 0.40 0.45 0.82
C 2.90 2.27 2.12
C 3.37 2.21 0.67
N 2.35 1.69 -0.27
C 2.93 0.79 -1.28
C 3.42 -0.52 -0.65
N 2.70 -0.85 0.60
C 3.54 -0.77 1.81
C 2.84 -0.08 2.98
N 2.09 1.11 2.54
H 3.77 2.39 2.77
H 2.28 3.15 2.25
H 3.68 3.22 0.38
H 4.26 1.58 0.58
H 1.92 2.49 -0.74
H 2.16 0.59 -2.02
H 3.76 1.28 -1.82
H 3.29 -1.32 -1.38
H 4.49 -0.47 -0.45
H 2.29 -1.78 0.52
H 3.85 -1.77 2.14
H 4.45 -0.23 1.56
H 2.12 -0.76 3.43
H 3.59 0.18 3.73
H 1.53 1.41 3.33
C -0.69 -5.01 2.52
C 0.04 -5.28 1.20
C 1.46 -4.70 1.23
C -0.70 -4.88 -0.06
C -0.68 -5.78 -1.12
C -1.31 -5.51 -2.32
C -1.99 -4.31 -2.48
C -2.04 -3.37 -1.46
C -2.83 -2.09 -1.69
C -4.34 -2.34 -1.56
C -2.54 -1.47 -3.06
C -1.38 -3.67 -0.26
N -1.36 -2.69 0.81
C -2.55 -2.42 1.46
O -3.42 -3.25 1.57
C -2.84 -1.00 1.95
C -3.89 -0.91 2.84
C -4.35 0.34 3.24
C -3.75 1.46 2.69
C -2.69 1.29 1.81
N -2.21 0.09 1.45
C -2.04 2.55 1.28
O -2.77 3.52 1.12
N -0.71 2.48 1.08
C -0.10 3.73 0.72
C 0.39 4.63 1.70
C 1.19 5.69 1.28
C 1.45 5.93 -0.06
C 0.84 5.14 -1.01
C 0.04 4.06 -0.65
C -0.78 3.38 -1.72
C -2.00 4.26 -2.06
C 0.00 3.07 -3.00
C -0.01 4.70 3.18
C -0.02 3.44 4.05
C -1.35 5.44 3.31
H -0.57 -3.98 2.85
H -0.27 -5.65 3.30
H -1.76 -5.22 2.44
H 0.15 -6.36 1.12
H 2.01 -4.94 0.32
H 2.02 -5.11 2.08
H 1.44 -3.62 1.35
H -0.16 -6.72 -0.99
H -1.28 -6.23 -3.13
H -2.49 -4.11 -3.42
H -2.54 -1.37 -0.92
H -4.67 -3.02 -2.34
H -4.89 -1.40 -1.69
H -4.61 -2.77 -0.60
H -3.04 -2.02 -3.86
H -1.47 -1.47 -3.30
H -2.93 -0.45 -3.11
H -4.36 -1.82 3.19
H -5.17 0.43 3.94
H -4.08 2.47 2.91
H 1.58 6.37 2.03
H 2.08 6.76 -0.35
H 0.96 5.39 -2.06
H -1.16 2.44 -1.32
H -1.67 5.21 -2.48
H -2.58 4.46 -1.16
H -2.64 3.76 -2.79
H 0.29 3.98 -3.53
H -0.63 2.49 -3.69
H 0.91 2.49 -2.80
H 0.73 5.36 3.63
H -0.61 2.63 3.64
H -0.43 3.69 5.03
H 1.00 3.10 4.24
H -2.17 4.86 2.89
H -1.32 6.39 2.77
H -1.56 5.65 4.36
N 0.03 -1.43 2.15
C -0.25 -1.85 0.96
H -0.52 -1.82 2.92
N 1.28 -0.10 -4.60
C 1.56 -1.36 -4.14
C 2.31 -2.27 -4.91
C 2.55 -3.52 -4.39
C 2.06 -3.86 -3.13
C 1.35 -2.91 -2.44
N 1.11 -1.67 -2.92
H 0.74 0.53 -4.04
H 1.61 0.20 -5.49
H 2.67 -1.98 -5.88
H 3.12 -4.23 -4.97
H 2.22 -4.84 -2.70
H 0.94 -3.11 -1.46
O -0.15 0.19 -1.48
H 0.29 -0.58 -2.01
H -1.09 0.11 -1.64
*
```

=====

DFT (the ωB97M-V functional and the def2-TZVPD basis) results for C43H62N4NiO2 as an isolated structure.

**E_HOMO (alpha / beta)**: -7.202 / -7.143 eV
**Max |F|**: 0.20 eV Å⁻¹
**Energy above the lowest of the compared OMol25 structures with the same formula, charge and spin**: 0.0 kcal/mol

Structure (ORCA input):
```
! RIJCOSX wB97M-V def2-TZVPD def2/J DEFGRID3
* xyz 0 3
Ni 0.59 -0.45 -0.33
C 1.78 1.36 1.81
N 0.83 1.43 0.69
C 1.22 2.52 -0.21
C -0.52 1.69 1.24
C -1.60 1.40 0.21
N -1.40 0.08 -0.42
C -1.83 0.09 -1.84
C -1.10 1.07 -2.72
C -1.80 2.05 -3.39
C -1.18 2.89 -4.31
C 0.16 2.64 -4.58
C 0.91 1.65 -3.95
C 0.29 0.91 -2.91
O 0.98 0.08 -2.16
C 2.36 1.35 -4.35
C 3.32 1.65 -3.19
C 2.80 2.19 -5.55
C 2.49 -0.13 -4.74
C -1.98 4.00 -5.00
C -3.14 3.39 -5.80
C -1.12 4.82 -5.96
C -2.55 4.95 -3.93
C -2.13 -1.00 0.29
C -1.86 -1.08 1.76
C -2.89 -0.81 2.65
C -2.69 -0.87 4.02
C -1.43 -1.26 4.44
C -0.36 -1.55 3.59
C -0.55 -1.40 2.19
O 0.42 -1.51 1.31
C 0.93 -2.06 4.28
C 2.05 -2.47 3.33
C 1.48 -0.98 5.22
C 0.58 -3.31 5.10
C -3.78 -0.57 5.04
C -4.05 -1.81 5.90
C -3.33 0.58 5.95
C -5.10 -0.16 4.38
H 1.74 2.27 2.41
H 2.79 1.25 1.42
H 1.54 0.50 2.43
H 1.24 3.47 0.33
H 0.53 2.60 -1.05
H 2.21 2.32 -0.62
H -0.59 2.73 1.56
H -0.65 1.06 2.12
H -1.57 2.15 -0.58
H -2.58 1.46 0.69
H -2.91 0.30 -1.88
H -1.68 -0.93 -2.21
H -2.87 2.15 -3.20
H 0.65 3.24 -5.33
H 3.24 2.70 -2.88
H 4.35 1.46 -3.50
H 3.09 1.01 -2.34
H 2.86 3.26 -5.31
H 2.12 2.07 -6.40
H 3.79 1.87 -5.86
H 2.34 -0.78 -3.89
H 3.48 -0.31 -5.16
H 1.75 -0.38 -5.51
H -2.76 2.71 -6.56
H -3.72 4.17 -6.29
H -3.82 2.82 -5.15
H -0.72 4.21 -6.76
H -0.29 5.30 -5.44
H -1.73 5.61 -6.40
H -3.21 4.42 -3.24
H -3.14 5.75 -4.41
H -1.75 5.41 -3.36
H -1.83 -1.94 -0.20
H -3.20 -0.87 0.12
H -3.86 -0.56 2.24
H -1.26 -1.35 5.50
H 2.43 -1.64 2.74
H 1.73 -3.24 2.63
H 2.88 -2.87 3.93
H 1.74 -0.07 4.67
H 2.38 -1.34 5.72
H 0.75 -0.70 5.99
H 0.20 -4.10 4.45
H -0.18 -3.11 5.86
H 1.47 -3.68 5.61
H -3.15 -2.13 6.43
H -4.38 -2.65 5.28
H -4.82 -1.61 6.64
H -2.40 0.34 6.48
H -4.09 0.81 6.70
H -3.15 1.48 5.36
H -5.49 -0.96 3.75
H -4.98 0.74 3.77
H -5.84 0.06 5.15
N 3.87 -1.10 0.43
C 3.73 -2.48 0.45
C 4.61 -3.28 1.15
C 4.50 -4.68 1.12
C 3.55 -5.30 0.36
C 2.65 -4.51 -0.39
C 1.68 -5.08 -1.25
C 0.88 -4.27 -1.99
C 0.99 -2.88 -1.84
N 1.83 -2.31 -1.01
C 2.71 -3.10 -0.32
H 4.32 -0.73 1.25
H 3.02 -0.61 0.21
H 5.39 -2.81 1.74
H 5.21 -5.27 1.69
H 3.48 -6.38 0.31
H 1.61 -6.16 -1.32
H 0.15 -4.68 -2.69
H 0.37 -2.20 -2.41
*
```

=====

Question: The highest max |F| belongs to which entry?
Answer: C43H61N9O3Y